Density functional theory data (ωB97M-V with the def2-TZVPD basis set) for C25H44BaN4PS2Si as an isolated structure.

Its net charge is +1. The total energy is -72126.6949 eV. The energy above the lowest of the compared OMol25 structures with the same formula, charge and spin comes out at 0.0 kcal per mole. The calculation puts the HOMO-LUMO gap at 6.0 eV.

Each line ends with the Löwdin charge.
Geometry (Å):
Ba  0.2739  0.2955  -0.5561  1.437
C  3.8483  -0.1957  -2.5674  -0.065
C  4.0742  0.0161  -1.1051  -0.648
N  3.1196  0.0940  -0.2177  -0.048
C  3.6292  0.2642  1.0565  -0.348
C  4.9848  0.3095  1.1155  -0.323
S  5.6488  0.1419  -0.4467  1.119
C  2.7168  0.3665  2.2023  -0.353
C  3.0723  0.6508  3.4826  -0.318
S  1.6962  0.6220  4.4882  1.120
C  0.7105  0.2544  3.1414  -0.666
N  1.3690  0.1454  2.0190  -0.055
C  -0.7713  0.1151  3.2548  -0.059
H  2.8403  0.1135  -2.8422  0.064
H  3.9713  -1.2475  -2.8299  0.088
H  4.5500  0.3828  -3.1660  0.085
H  5.6134  0.4277  1.9822  0.085
H  4.0515  0.8698  3.8744  0.085
H  -1.0960  0.1543  4.2927  0.086
H  -1.0965  -0.8320  2.8209  0.063
H  -1.2613  0.9273  2.7112  0.063
C  0.5130  3.7598  2.1465  -0.276
Si  -0.0144  3.4380  0.3341  0.421
C  0.3942  5.0778  -0.5404  -0.276
C  -1.9366  3.4620  0.4169  -0.369
C  -2.6694  3.3107  1.6015  -0.132
C  -4.0502  3.1251  1.5969  -0.094
C  -4.7482  3.0990  0.3976  -0.100
C  -4.0537  3.2787  -0.7954  -0.110
C  -2.6754  3.4464  -0.7787  -0.153
H  0.0918  4.6879  2.5466  0.032
H  1.6029  3.8475  2.1940  0.017
H  0.2344  2.9503  2.8262  -0.018
H  -0.0020  5.9317  0.0158  0.026
H  -0.0200  5.1139  -1.5509  0.007
H  1.4754  5.2073  -0.6338  0.010
H  -2.1520  3.3449  2.5551  0.091
H  -4.5832  3.0136  2.5336  0.103
H  -5.8224  2.9657  0.3917  0.101
H  -4.5916  3.2989  -1.7366  0.104
H  -2.1529  3.5712  -1.7242  0.097
C  -2.5020  -3.3060  1.1608  -0.124
C  -1.7359  -3.8007  -0.0706  -0.553
C  -1.9318  -5.3022  -0.2830  -0.097
P  -0.0214  -3.0876  0.0011  0.974
C  0.7427  -3.5843  1.6170  -0.547
C  0.5343  -5.0021  2.1496  -0.096
C  2.2323  -3.2262  1.5670  -0.116
C  0.9745  -3.8799  -1.3534  -0.559
C  1.3840  -5.3484  -1.2416  -0.095
C  0.2687  -3.6066  -2.6858  -0.126
H  -3.5655  -3.5300  1.0625  0.086
H  -2.3873  -2.2283  1.2982  0.033
H  -2.1506  -3.7952  2.0706  0.072
H  -2.1657  -3.2968  -0.9457  0.086
H  -1.4398  -5.8982  0.4827  0.067
H  -1.5610  -5.6264  -1.2536  0.059
H  -2.9984  -5.5359  -0.2495  0.086
H  0.2726  -2.8925  2.3264  0.084
H  0.8944  -5.7612  1.4576  0.066
H  -0.5116  -5.2109  2.3653  0.059
H  1.0876  -5.1197  3.0845  0.087
H  2.7956  -3.9590  0.9869  0.075
H  2.6490  -3.2167  2.5759  0.090
H  2.4052  -2.2423  1.1262  0.037
H  1.8960  -3.2835  -1.3450  0.089
H  0.5242  -6.0125  -1.1836  0.065
H  2.0119  -5.5342  -0.3729  0.057
H  1.9598  -5.6329  -2.1256  0.086
H  -0.6380  -4.2050  -2.7855  0.072
H  0.9210  -3.8615  -3.5223  0.085
H  -0.0185  -2.5560  -2.7968  0.053
N  -2.5214  0.1450  -1.2952  -0.136
N  -2.4891  0.2615  0.1418  -0.146
H  -3.2369  0.7501  -1.6908  0.072
H  -2.7679  -0.8129  -1.5206  0.065
H  -3.3277  -0.1208  0.5691  0.089
H  -2.5046  1.2622  0.3521  0.008

Forces on atoms 1 to 6 (eV/Å):
0.0 0.0 -0.1
0.0 0.0 0.0
0.0 0.0 0.0
0.0 0.0 0.0
0.0 0.0 0.0
0.0 0.0 0.0

Density functional theory data (ωB97M-V with the def2-TZVPD basis set) for a 5-piece molecular cluster, C25H44BrNO6S4 overall.

The total energy is -153793.6055 eV. The calculation puts the HOMO-LUMO gap at 7.7 eV.

Each line ends with the Löwdin charge.
Geometry (Å):
C  2.9222  3.1668  0.8643  -0.153
C  1.8064  2.7559  -0.1079  -0.240
C  1.8697  1.2684  -0.5614  -0.545
Br  3.0161  0.1035  0.5414  0.830
C  0.5338  0.5567  -0.7069  -0.211
C  0.1466  0.2376  -1.9812  -0.025
C  -1.0269  -0.4166  -2.2458  -0.041
C  -1.8226  -0.8017  -1.1939  -0.008
C  -1.4424  -0.4916  0.0795  -0.087
C  -0.2800  0.2118  0.3696  -0.048
C  -0.0109  0.5215  1.8194  -0.295
O  0.4918  1.5469  2.2396  0.065
C  -0.4570  -0.5379  2.7815  0.063
C  -1.5371  -1.2475  2.4900  -0.130
C  -1.9990  -2.3772  3.4138  -0.124
C  -0.7618  -3.2192  3.8184  -0.198
C  0.0262  -3.7676  2.6036  -0.178
C  1.4439  -3.1650  2.3977  -0.285
N  2.5322  -4.1618  2.4894  0.009
C  -2.3030  -0.9327  1.2359  -0.258
O  -3.5141  -1.0318  1.1837  0.109
H  2.7777  4.2305  1.0961  0.073
H  2.8483  2.6453  1.8183  0.040
H  3.9113  3.0722  0.4139  0.072
H  1.9229  3.4003  -0.9849  0.113
H  0.8213  2.9293  0.3232  0.095
H  2.3175  1.2649  -1.5574  0.077
H  0.7605  0.4899  -2.8499  0.089
H  -1.3603  -0.6491  -3.2503  0.115
H  -2.7611  -1.3271  -1.3367  0.123
H  0.1551  -0.6862  3.6619  0.130
H  -2.6294  -3.0436  2.8170  0.116
H  -2.5399  -1.9723  4.2709  0.122
H  -0.1181  -2.6707  4.5114  0.100
H  -1.1535  -4.0773  4.3760  0.106
H  0.1847  -4.8352  2.7907  0.101
H  -0.5469  -3.7218  1.6694  0.107
H  1.6002  -2.4533  3.2180  0.092
H  1.4701  -2.5550  1.4839  0.080
H  2.8283  -4.3561  1.5343  0.034
H  3.3222  -3.6715  2.8962  0.061
C  -6.1902  -0.7259  -0.7576  -0.276
S  -7.6108  -1.8199  -0.8602  0.798
O  -8.5623  -1.2240  -1.8338  -0.559
C  -8.2360  -1.4610  0.7879  -0.274
H  -5.6652  -0.7605  -1.7107  0.047
H  -6.5220  0.2942  -0.5612  0.062
H  -5.5246  -1.0648  0.0347  0.021
H  -8.4341  -0.3931  0.8826  0.057
H  -7.5035  -1.7782  1.5306  0.052
H  -9.1606  -2.0176  0.9282  0.048
C  -0.0932  6.2813  4.9392  -0.278
S  1.3222  5.4538  4.1971  0.806
O  1.8550  6.3549  3.1397  -0.558
C  0.3847  4.1645  3.3719  -0.278
H  0.2678  7.1550  5.4784  0.047
H  -0.7880  6.5940  4.1593  0.056
H  -0.5855  5.6023  5.6358  0.050
H  -0.3409  4.6144  2.6921  0.069
H  -0.1229  3.5499  4.1151  0.058
H  1.0740  3.5520  2.8112  -0.004
C  3.4418  -2.1298  -2.2515  -0.282
S  3.2103  -3.8201  -1.6898  0.797
O  4.1539  -4.0478  -0.5618  -0.554
C  3.9170  -4.6072  -3.1449  -0.272
H  3.0980  -1.4733  -1.4544  -0.052
H  4.4964  -1.9397  -2.4536  0.067
H  2.8487  -1.9613  -3.1517  0.054
H  4.9435  -4.2677  -3.2853  0.058
H  3.3131  -4.3614  -4.0186  0.051
H  3.9070  -5.6841  -2.9877  0.049
C  1.5637  3.4240  -5.9361  -0.264
S  1.4607  1.6940  -5.4637  0.802
O  2.3965  1.4866  -4.3223  -0.561
C  2.2588  1.0466  -6.9380  -0.267
H  1.1488  4.0218  -5.1269  0.053
H  2.6055  3.7004  -6.0987  0.061
H  0.9820  3.5866  -6.8434  0.055
H  3.2556  1.4766  -7.0367  0.061
H  1.6538  1.2871  -7.8121  0.055
H  2.3358  -0.0341  -6.8360  0.050

Forces on atoms 1 to 6 (eV/Å):
-0.7 0.8 0.0
0.5 -0.4 0.4
-0.3 0.3 -0.5
0.1 0.2 0.1
1.1 1.0 0.9
0.3 0.0 -1.6

Density functional theory data (ωB97M-V with the def2-TZVPD basis set) for C25H44Cl3CoN4O3Si as an isolated structure.

The total energy is -121812.5490 eV. The spin multiplicity is 5. The calculation puts the HOMO-LUMO gap (spin up / spin down) at 8.5 / 5.8 eV.

Each line ends with the Löwdin spin population.
Geometry (Å):
C  -3.8360  1.3151  -4.0442  0.000
C  -3.2366  0.2189  -3.1671  0.000
H  -4.6547  0.9660  -4.7042  0.000
H  -3.0362  1.7890  -4.6353  0.000
H  -4.3055  2.0954  -3.3944  0.000
C  -3.5174  -1.0997  -3.3532  0.000
C  -4.6744  -1.6882  -4.1130  0.000
H  -2.9077  -1.8660  -2.8345  0.000
H  -4.5872  -1.5458  -5.2010  0.000
H  -5.6201  -1.1930  -3.8284  0.000
H  -4.8117  -2.7626  -3.9163  0.000
Co  2.1385  1.9495  1.4366  2.987
Cl  0.4709  3.1531  2.2121  0.235
Cl  3.6721  2.6992  0.1641  0.315
C  0.2167  -1.6491  3.3061  0.000
O  1.0115  -1.7190  2.3678  0.000
N  -0.2248  -2.7150  4.0270  0.000
C  0.1994  -4.0584  3.6839  0.000
C  -1.3643  -2.5642  4.9189  0.000
H  -0.2226  -0.6902  3.6614  0.000
H  1.1545  -4.0107  3.1637  0.000
H  -0.5379  -4.5581  3.0460  0.000
H  0.3023  -4.6382  4.6032  0.000
H  -1.4201  -1.5116  5.2282  0.000
H  -1.2374  -3.2038  5.8006  0.000
H  -2.3142  -2.8322  4.4252  0.000
H  0.7291  -0.6075  -3.9424  0.000
H  -0.9553  -2.3279  -3.6577  0.000
C  1.5270  -1.2763  -3.5972  0.000
C  -0.1529  -3.0183  -3.3743  0.000
N  0.9154  -2.2694  -2.7228  0.000
H  2.3016  -0.7225  -3.0565  0.000
C  1.7421  -2.8932  -1.7946  0.000
O  2.8341  -2.4609  -1.4605  0.000
H  -0.5171  -3.7519  -2.6533  0.000
H  1.2573  -3.8006  -1.3618  0.000
H  1.9620  -1.8014  -4.4665  0.000
H  0.2250  -3.5102  -4.2797  0.000
O  -0.9224  0.8902  -2.4565  0.006
C  -2.3034  0.7058  -2.0182  0.000
C  -1.0937  -1.1065  -0.8754  0.005
C  -2.2775  -0.3643  -0.9556  0.003
H  -0.3348  -0.7885  -1.5704  0.002
C  -0.9950  -2.1525  0.0276  0.002
H  -2.6640  1.6972  -1.6306  0.000
C  -3.3948  -0.7672  -0.2198  0.000
H  0.0093  -2.5317  0.1676  0.000
C  -2.1252  -2.6179  0.6437  0.000
C  -3.3404  -1.9333  0.5393  0.002
H  -4.3260  -0.1906  -0.2986  0.000
H  -2.0123  -3.5728  1.1572  0.000
H  -4.2148  -2.3499  1.0369  0.000
Si  0.0412  2.3505  -2.0655  0.005
Cl  1.1062  0.7293  -0.0269  0.244
C  1.7760  2.2603  -2.8696  0.005
C  0.4734  3.9436  -0.9416  0.001
C  -1.3393  2.9512  -3.1454  0.000
H  2.4307  1.4401  -2.5203  0.002
H  2.3453  3.1835  -2.6556  0.001
H  1.5799  2.1893  -3.9600  0.001
H  -1.3145  2.3258  -4.0563  0.000
H  -1.2624  3.9945  -3.3990  0.000
H  -2.2619  2.8898  -2.5319  0.000
H  1.4463  3.8892  -0.4207  0.000
H  -0.2774  4.0779  -0.1590  0.001
H  0.4913  4.8733  -1.5314  0.000
C  3.6110  4.2547  5.7108  0.005
C  3.6491  3.0971  4.7801  0.031
C  4.1879  1.7846  4.8613  0.009
C  3.8115  1.1346  3.6640  0.031
N  3.1024  2.0308  2.9120  0.097
N  3.1016  3.2136  3.5773  0.003
C  4.0628  -0.2188  3.1427  0.003
H  3.7068  3.9313  6.7505  0.000
H  4.4983  4.8983  5.5436  0.002
H  2.6587  4.8208  5.6250  0.001
H  4.7164  1.3341  5.6940  0.001
H  2.7253  3.9951  2.9522  -0.001
H  4.8066  -0.7044  3.7895  0.000
H  3.1536  -0.8240  3.1322  0.001
H  4.4426  -0.2046  2.1154  0.000

Forces on atoms 1 to 6 (eV/Å):
-0.8 0.0 0.6
-0.1 -0.5 -0.5
0.6 -0.1 0.2
-0.6 -0.2 0.2
0.5 -0.3 -0.5
0.6 0.6 0.8

Density functional theory data (ωB97M-V with the def2-TZVPD basis set) for C25H45As2CaN4O3S3SeSi2 as an isolated structure.

Its net charge is -1. The total energy is -292488.7732 eV. The energy above the lowest of the compared OMol25 structures with the same formula, charge and spin comes out at 20.7 kcal per mole. The calculation puts the HOMO-LUMO gap at 6.3 eV.

Each line ends with the Löwdin charge.
Geometry (Å):
Ca  -0.0656  -0.1583  -0.5202  0.968
C  4.3653  -5.2029  1.8097  -0.082
O  3.6429  -5.8123  0.7589  -0.071
C  2.7173  -5.0485  0.1229  -0.270
C  2.0702  -5.6853  -0.9606  -0.019
C  1.1387  -4.9892  -1.6664  -0.033
C  0.7508  -3.6681  -1.3257  -0.100
C  -0.2500  -2.9836  -2.0890  -0.366
C  -0.5379  -3.3564  -3.5203  0.012
O  -0.9160  -2.0117  -1.6482  -0.191
C  1.4148  -3.0224  -0.2162  -0.383
O  1.1495  -1.8362  0.1560  -0.277
C  2.4150  -3.7626  0.4761  0.035
H  5.0262  -5.9693  2.2070  0.090
H  3.6939  -4.8544  2.6005  0.094
H  4.9578  -4.3620  1.4380  0.097
H  2.3422  -6.7007  -1.2108  0.110
H  0.6493  -5.4876  -2.4913  0.099
H  -0.2743  -4.3749  -3.7843  0.063
H  0.0682  -2.6887  -4.1380  0.106
H  -1.5860  -3.1597  -3.7385  0.083
H  2.9205  -3.2420  1.2680  0.072
C  -4.8858  -0.2881  0.3762  -0.231
Si  -4.2473  0.3983  -1.2673  0.105
C  -5.6737  1.4224  -1.9793  -0.249
C  -4.1009  -1.0614  -2.4597  -0.248
As  -2.2801  1.6218  -1.2585  0.555
Si  -2.7107  2.8130  0.6796  0.104
C  -2.6429  1.9147  2.3386  -0.237
C  -1.4248  4.1919  0.8071  -0.257
C  -4.3864  3.6988  0.6502  -0.247
H  -5.7847  -0.8869  0.2008  0.022
H  -5.1464  0.5166  1.0666  0.005
H  -4.1419  -0.9153  0.8726  0.001
H  -6.5872  0.8237  -2.0517  0.018
H  -5.4086  1.7705  -2.9800  0.018
H  -5.8892  2.3035  -1.3735  -0.003
H  -5.0841  -1.5098  -2.6285  0.020
H  -3.4218  -1.8299  -2.0874  -0.007
H  -3.7052  -0.7215  -3.4197  0.022
H  -1.6187  1.6167  2.5743  -0.020
H  -3.2560  1.0136  2.3452  -0.002
H  -2.9986  2.5848  3.1282  0.025
H  -0.4197  3.7674  0.8694  -0.019
H  -1.5984  4.8103  1.6926  0.031
H  -1.4674  4.8283  -0.0798  0.004
H  -5.2124  3.0092  0.8390  0.007
H  -4.5640  4.1692  -0.3186  0.017
H  -4.4122  4.4712  1.4248  0.018
Se  4.0540  -1.0770  -1.5815  0.389
C  5.2745  -0.1310  -2.5909  -0.963
N  6.0458  0.4610  -3.2211  -0.044
C  1.9416  5.5011  0.0530  -0.252
As  1.8260  4.5701  -1.6372  0.599
C  0.4154  5.4735  -2.5996  -0.255
C  3.4437  5.0714  -2.5641  -0.266
S  1.6183  2.5222  -1.5099  0.037
H  2.3108  6.5142  -0.1058  0.031
H  2.6190  4.9448  0.6986  0.037
H  0.9547  5.5242  0.5093  0.007
H  0.6237  6.5412  -2.6670  0.033
H  -0.5229  5.3006  -2.0769  0.013
H  0.3486  5.0349  -3.5933  0.036
H  3.5400  6.1561  -2.6062  0.030
H  3.4096  4.6502  -3.5668  0.036
H  4.2877  4.6323  -2.0353  0.038
S  1.3675  1.4348  1.9614  0.543
C  2.5089  0.3436  2.4671  -1.158
N  3.5873  0.0064  1.7549  -0.053
C  4.3786  -1.1082  2.2334  -0.245
C  4.1752  -1.1273  3.7457  -0.422
S  2.4804  -0.5121  3.9923  0.910
H  3.6040  0.2570  0.7642  0.049
H  5.4256  -0.9635  1.9705  0.125
H  4.0382  -2.0368  1.7788  0.068
H  4.8710  -0.4582  4.2506  0.074
H  4.2661  -2.1289  4.1597  0.069
N  -1.7014  -2.2732  1.1041  -0.026
C  -2.0294  -3.2808  1.9231  -0.095
C  -1.8801  -2.7826  3.2037  -0.072
C  -1.4287  -1.4625  3.0229  -0.161
N  -1.3107  -1.1664  1.7353  0.008
H  -1.5918  -2.3296  0.0957  0.097
H  -2.3282  -4.2434  1.5465  0.114
H  -2.0664  -3.2938  4.1315  0.084
H  -1.1804  -0.7202  3.7642  0.101

Forces on atoms 1 to 6 (eV/Å):
0.1 0.8 0.6
0.0 0.0 0.0
0.0 0.0 0.0
0.1 0.0 0.0
0.0 0.0 -0.1
0.0 0.0 0.0